Run w
Molecular formula: C5H9NO4
Method: DFT, ωB97M-V/def2-TZVPD

The geometry in ORCA input format:
```
! RIJCOSX wB97M-V def2-TZVPD def2/J DEFGRID3
* xyz 0 1
C 1.3619 0.5563 1.4080
H -2.3029 1.5950 0.2227
O 1.4249 1.2618 0.1668
N -0.0065 -0.2103 -0.8798
O -1.3372 -1.5288 0.8318
H -0.7756 -1.1300 -2.5927
H 0.9500 -1.4865 -2.2937
O 1.6820 0.8457 -1.9912
H 1.9201 -0.3847 1.3160
H -0.1608 -0.2684 2.6934
C -0.0856 0.2956 1.7548
C -0.7769 -0.4688 0.6553
O -2.3833 0.7329 -0.1980
H -1.5353 0.7027 -1.0602
H 1.8421 1.1961 2.1555
C 1.0805 0.6383 -0.9588
H -0.2528 -2.2662 -1.3073
H -0.6223 1.2451 1.8960
C -0.0225 -1.3256 -1.8187
*
```

The value obtained for the molecular weight is 147.1 g/mol. As for the gap between HOMO and LUMO: 10.47 eV. Its SMILES is CN1C(=O)CCOC1=O.O. The calculation puts the HOMO energy at -10.03 eV.

=====

Run x
Molecular formula: C5H9NO4
Method: DFT, ωB97M-V/def2-TZVPD

The geometry in ORCA input format:
```
! RIJCOSX wB97M-V def2-TZVPD def2/J DEFGRID3
* xyz 0 1
O -3.7461 -0.4048 0.4493
H -2.1819 -1.9185 -0.3443
H 3.4889 -0.9321 -0.3228
N 1.3619 -1.3171 -0.2640
C 0.3006 2.2309 -0.1240
C 0.4960 -0.2784 -0.1545
O -1.7878 0.5875 -0.3096
H 2.8734 -2.2598 0.8971
H 2.6894 -0.4876 1.1780
H -0.7531 2.1267 0.2367
H 0.8730 -2.1634 -0.2143
O 1.0821 1.0203 0.0535
H 0.1894 2.2556 -1.1689
H 1.0648 2.8492 0.3175
C -3.0881 0.5283 0.0922
O -1.2734 -1.7397 -0.6363
C -0.8496 -0.4405 -0.2206
C 2.6533 -1.2850 0.4510
H -3.3926 1.6284 0.0840
*
```

The value obtained for the molecular weight is 147.1 g/mol. As for the gap between HOMO and LUMO: 8.26 eV. Its SMILES is CN/C(OC)=C(\O)OC=O. The calculation puts the HOMO energy at -7.45 eV.

=====

Preferred: run w; penalty for the next structure: 115.9 kJ/mol.

=====

Run w
Molecular formula: C5H12N
Method: DFT, ωB97M-V/def2-TZVPD

The geometry in ORCA input format:
```
! RIJCOSX wB97M-V def2-TZVPD def2/J DEFGRID3
* xyz 0 2
C -1.3415 0.7537 -0.8049
H -1.4871 -0.0258 -1.5581
C 0.0698 -0.5636 0.8619
H 0.4238 1.5501 0.1407
C -0.1757 0.6494 -0.0228
H 1.1158 -2.4843 0.7192
N 2.3974 -0.9110 0.2455
H 2.7882 -1.1340 1.1746
H -3.2723 1.5174 -1.2365
H -0.9083 -1.0335 0.9426
H 0.4286 -0.1942 1.8254
C -2.3959 1.8312 -0.6568
H 3.0406 -1.4006 -0.3787
H -2.1085 2.7647 -1.1281
H 0.7368 -1.7539 -0.8146
H -2.6804 1.8344 0.3962
C 1.0355 -1.5240 0.1935
H 2.3333 0.1240 0.1008
*
```

The value obtained for the molecular weight is 86.2 g/mol. As for the expectation value of S²: 0.792. As for the gap between HOMO and LUMO (spin up / spin down): 4.34 / 6.97 eV. The calculation puts the HOMO energy (spin up / spin down) at -3.77 / -6.63 eV.

=====

Run x
Molecular formula: C5H12N
Method: DFT, ωB97M-V/def2-TZVPD

The geometry in ORCA input format:
```
! RIJCOSX wB97M-V def2-TZVPD def2/J DEFGRID3
* xyz 0 2
H 2.3285 2.4284 -1.4627
C -1.7819 -2.3624 0.0393
H -2.1706 -3.1650 0.6847
H 1.1254 1.8670 1.2835
C -0.8895 -1.2363 0.6426
H -1.0447 0.9544 0.2823
H 2.4391 3.5049 0.0674
H -1.1096 0.0375 -1.0470
H -1.4117 -2.6748 -1.0142
H 0.0480 -1.6649 1.0887
H 1.1066 0.6867 -1.3964
C 0.9112 0.4684 -0.3514
C -0.5394 0.0651 -0.1100
N 1.2921 1.7996 0.3050
C 1.9582 2.5760 -0.3817
H -1.3403 -1.1588 1.6684
H 1.7257 -0.2175 0.0028
H -2.6471 -1.9085 -0.3013
*
```

The value obtained for the molecular weight is 86.2 g/mol. As for the expectation value of S²: 0.753. As for the gap between HOMO and LUMO (spin up / spin down): 6.06 / 11.81 eV. The calculation puts the HOMO energy (spin up / spin down) at -4.96 / -10.74 eV.

=====

Preferred: run x; penalty for the next structure: 144.5 kJ/mol.

=====

Run w
Molecular formula: CH3NO2S
Method: DFT, ωB97M-V/def2-TZVPD

The geometry in ORCA input format:
```
! RIJCOSX wB97M-V def2-TZVPD def2/J DEFGRID3
* xyz 0 1
C -1.1141 0.7070 -0.2394
H -1.4809 0.5549 -1.2682
O -1.2849 1.6977 0.3994
N 1.2995 -0.2910 0.3297
H 2.0106 -0.4147 1.0481
S -0.3554 -0.8826 0.5224
O -0.5032 -1.8874 -0.5608
H 1.4284 0.5162 -0.2312
*
```

The value obtained for the molecular weight is 93.1 g/mol. As for the gap between HOMO and LUMO: 9.36 eV. The calculation puts the HOMO energy at -9.61 eV.

=====

Run x
Molecular formula: CH3NO2S
Method: DFT, ωB97M-V/def2-TZVPD

The geometry in ORCA input format:
```
! RIJCOSX wB97M-V def2-TZVPD def2/J DEFGRID3
* xyz 0 1
H -0.9287 0.0149 0.2518
S 1.0632 -0.5318 -0.4299
H -0.1975 -1.5994 1.1260
H -1.1378 -1.5344 -0.5428
O -0.6954 1.6750 0.0048
N 0.8448 1.1129 -0.2661
O 1.6931 1.9017 -0.4041
C -0.6417 -1.0389 0.2603
*
```

The value obtained for the molecular weight is 93.1 g/mol. As for the gap between HOMO and LUMO: 9.12 eV. Its SMILES is CS[N+](=O)[O-]. The calculation puts the HOMO energy at -10.12 eV.

=====

Run y
Molecular formula: CH3NO2S
Method: DFT, ωB97M-V/def2-TZVPD

The geometry in ORCA input format:
```
! RIJCOSX wB97M-V def2-TZVPD def2/J DEFGRID3
* xyz 0 1
S -0.3728 -0.9916 0.4471
H -0.9321 0.4116 -1.2821
O -1.2574 1.6498 0.4279
C -1.0965 0.6614 -0.2275
H 2.1033 -0.4065 0.0718
O -0.5793 -1.8566 -0.6440
N 1.1218 -0.0880 0.2040
H 1.0129 0.6199 1.0028
*
```

The value obtained for the molecular weight is 93.1 g/mol. As for the gap between HOMO and LUMO: 9.11 eV. The calculation puts the HOMO energy at -9.01 eV.

=====

Preferred: run w; penalty for the next structure: 57.3 kJ/mol.

=====

Run w
Molecular formula: C10H8O3
Method: DFT, ωB97M-V/def2-TZVPD

The geometry in ORCA input format:
```
! RIJCOSX wB97M-V def2-TZVPD def2/J DEFGRID3
* xyz 0 1
C 1.9887 1.5602 -1.1575
O -2.3514 0.2818 -0.5521
H 1.7362 2.9988 0.5002
H 0.5209 -1.4935 -1.4900
H -1.4973 -2.4428 -0.0052
C 0.6963 1.0812 0.7747
C 0.8202 -0.5488 -0.9921
C -1.3653 -2.0655 1.0785
H -2.3688 -1.7448 1.4608
C 1.6998 0.3437 -1.6920
O -1.4583 0.3297 -2.6265
H -0.9073 -0.2062 3.2546
H -1.0579 -2.9141 1.5902
O 0.1804 1.1727 2.0305
C 0.2819 -0.1631 0.1971
C 1.4048 1.9907 0.0738
H 2.4396 2.3007 -1.7723
C -0.6122 -0.7884 1.1675
C -1.9148 0.3424 -1.5932
C -0.6173 0.0185 2.2332
H 2.3821 -0.0531 -2.4802
*
```

The value obtained for the molecular weight is 176.2 g/mol. As for the gap between HOMO and LUMO: 9.13 eV. Its SMILES is Cc1coc2ccccc12.O=C=O. The calculation puts the HOMO energy at -8.44 eV.

=====

Run x
Molecular formula: C10H8O3
Method: DFT, ωB97M-V/def2-TZVPD

The geometry in ORCA input format:
```
! RIJCOSX wB97M-V def2-TZVPD def2/J DEFGRID3
* xyz 0 1
H 2.6796 1.1216 0.2929
C -0.3572 -0.9078 2.0756
H -0.5184 -0.9306 3.2918
O -2.4132 -2.0912 1.5379
C -0.4973 -0.0856 -0.6917
H -4.2807 -0.9570 0.8811
H 1.5444 -0.1023 2.0491
H 4.3549 1.7837 -1.4538
H -0.7122 0.5043 -1.6402
C 0.6694 -0.2674 1.4437
H 1.1156 1.7613 -2.3470
C 0.5902 0.3132 0.1708
C 1.8704 1.0207 -0.4331
H -3.9643 -2.6313 0.3505
O -2.6988 -1.2448 -0.5317
C -1.5043 -0.8204 -0.0592
C -1.3862 -1.1713 1.2519
C 2.0350 1.6536 -1.6670
C 3.3966 2.0767 -2.0445
O 3.5239 2.6987 -3.0449
C -3.4475 -1.7239 0.5678
*
```

The value obtained for the molecular weight is 176.2 g/mol. As for the gap between HOMO and LUMO: 8.33 eV. Its SMILES is O=C/C=C/c1ccc2c(c1)OCO2. The calculation puts the HOMO energy at -8.52 eV.

=====

Preferred: run w; penalty for the next structure: 274.3 kJ/mol.

=====

Run w
Molecular formula: C3H12N4O
Method: DFT, ωB97M-V/def2-TZVPD

The geometry in ORCA input format:
```
! RIJCOSX wB97M-V def2-TZVPD def2/J DEFGRID3
* xyz 0 1
H -1.3370 1.7345 1.5378
C -2.2735 -0.4600 -1.2283
H -2.7767 -1.0781 -0.4791
N 2.1825 0.0905 1.5148
N 0.3748 1.1492 0.5028
N 2.2376 0.7407 -0.7103
H -2.4606 0.5983 -1.0308
H 3.1365 -0.1844 1.2845
H 3.0855 0.2048 -0.8318
H 0.0624 1.3912 2.5753
H 0.0729 -2.5051 -1.2733
H -2.6492 -0.6821 -2.2292
H -0.0974 -1.8387 0.2048
H 1.6366 0.6859 -1.5212
O -0.8244 -0.7834 -1.2586
H -0.8245 0.0558 1.8230
H -0.0816 1.2726 -0.3897
C 1.6206 0.6077 0.4848
N -0.6129 -2.0792 -0.6485
C -0.4716 1.0797 1.6730
*
```

The value obtained for the molecular weight is 120.2 g/mol. As for the gap between HOMO and LUMO: 9.34 eV. Its SMILES is [H]/N=C(\N)NC.CON. The calculation puts the HOMO energy at -8.53 eV.

=====

Run x
Molecular formula: C3H12N4O
Method: DFT, ωB97M-V/def2-TZVPD

The geometry in ORCA input format:
```
! RIJCOSX wB97M-V def2-TZVPD def2/J DEFGRID3
* xyz 0 1
O -1.4014 1.6410 0.2122
H -0.0166 1.0620 1.6750
H -1.7033 -0.8649 -1.6990
H -0.4580 2.7836 1.6689
H -1.4063 -3.2182 0.0516
C -0.4356 -1.4587 -0.1460
C 0.9388 2.1673 0.1353
H 1.3851 -0.0105 -0.4483
N 1.6895 0.8932 0.0214
H -0.2285 -0.6014 0.5522
H -1.9107 -0.0235 -0.3411
N -1.7549 -0.9936 -0.6761
H 0.5602 2.4551 -0.8741
H 0.6599 -2.2876 -1.6931
N 0.6886 -1.5483 -1.0008
N -0.6840 -2.7191 0.5933
H 2.6764 1.0499 -0.1561
C -0.3200 1.9009 0.9826
H 0.1896 -3.2522 0.5084
H 1.5314 3.0250 0.6337
*
```

The value obtained for the molecular weight is 120.2 g/mol. As for the gap between HOMO and LUMO: 3.99 eV. The calculation puts the HOMO energy at -7.97 eV.

=====

Preferred: run w; penalty for the next structure: 534.1 kJ/mol.

=====

Run w
Molecular formula: C9H15P
Method: DFT, ωB97M-V/def2-TZVPD

The geometry in ORCA input format:
```
! RIJCOSX wB97M-V def2-TZVPD def2/J DEFGRID3
* xyz 0 1
H -1.5908 -1.2954 -3.5007
H 0.8067 -1.7455 1.2394
C 0.5549 0.7210 -2.2819
H -0.4741 -1.9402 -2.1339
C 1.3958 -0.8153 1.2270
H -2.2344 -1.8179 -2.1782
H 0.6856 0.2346 -3.2175
H 2.4549 -1.1195 1.3712
H 2.6459 0.3464 -1.5479
C 1.5351 0.2707 -1.2003
H 1.3508 1.0817 2.0689
P -1.2987 0.4189 -1.8696
C -1.3313 -1.3307 -2.4180
H 1.3268 -0.2489 3.2356
H 0.7313 1.6929 -2.6583
C -1.1185 1.1967 1.0902
H -0.5102 1.2441 3.1834
H -1.5609 -0.8582 0.3129
C 1.1226 -0.3115 -0.1295
C -1.1678 0.1602 -0.0679
C -0.4882 0.4570 2.3502
H -2.0442 1.6732 1.4358
H -1.2130 -0.2498 2.6784
H -0.5737 2.0949 0.6817
C 0.9954 0.1406 2.3291
*
```

The value obtained for the molecular weight is 154.2 g/mol. As for the gap between HOMO and LUMO: 8.37 eV. The calculation puts the HOMO energy at -7.47 eV.

=====

Run x
Molecular formula: C9H15P
Method: DFT, ωB97M-V/def2-TZVPD

The geometry in ORCA input format:
```
! RIJCOSX wB97M-V def2-TZVPD def2/J DEFGRID3
* xyz 0 1
H 4.0658 -0.5530 0.2481
P 3.2403 0.7274 0.2398
C 0.4162 0.8490 0.1361
H -0.4326 -1.3807 1.6078
H 1.4632 -0.1144 2.0089
H -1.3071 1.2284 -1.8639
C 1.1852 -1.4011 -1.2264
C -2.3232 0.3960 1.1227
H -2.2771 0.2771 2.2251
C -1.7217 1.7574 -1.0431
C -1.6187 -0.4605 0.1634
H -0.6417 -2.4075 0.2128
H 1.6391 -0.7279 -2.1183
C -0.4328 -1.3735 0.5849
H 3.9085 1.0532 1.6172
H -3.2776 0.6782 0.9873
H -2.1863 -0.9537 -0.6439
H 1.8241 -2.1164 -0.9689
H 0.7669 1.5090 -0.5312
C 1.6867 0.0821 0.8860
C -1.1664 0.9793 0.1902
C 0.7574 -0.5611 -0.0497
H -1.2245 2.6547 -1.0275
H -2.7324 1.7123 -0.9586
H 0.3887 -1.8545 -1.7988
*
```

The value obtained for the molecular weight is 154.2 g/mol. As for the gap between HOMO and LUMO: 9.74 eV. Its SMILES is C[C@]12C[C@H]3C[C@@]3(C)[C@H]1[C@@H]2P. The calculation puts the HOMO energy at -8.81 eV.

=====

Preferred: run w; penalty for the next structure: 125.8 kJ/mol.

=====

Run w
Molecular formula: C5H7PS
Method: DFT, ωB97M-V/def2-TZVPD

The geometry in ORCA input format:
```
! RIJCOSX wB97M-V def2-TZVPD def2/J DEFGRID3
* xyz 0 1
H 1.1582 2.8604 -0.7985
C -1.1610 1.0152 0.9391
C -0.5987 -1.5140 0.7612
H 1.3273 1.2734 -1.6711
C 0.7353 1.7792 -0.9755
C 0.8081 -0.9690 0.4258
H -0.8432 -2.2389 0.1209
S -2.5516 -0.1827 -0.6436
H -0.4649 -1.9012 1.7013
P 0.5823 0.9566 0.6738
H -0.1900 1.7573 -1.6119
H 0.9476 -1.3095 -0.5423
H 1.7361 -1.1803 0.9558
C -1.4855 -0.3466 0.6650
*
```

The value obtained for the molecular weight is 130.2 g/mol. As for the gap between HOMO and LUMO: 7.36 eV. The calculation puts the HOMO energy at -8.58 eV.

=====

Run x
Molecular formula: C5H7PS
Method: DFT, ωB97M-V/def2-TZVPD

The geometry in ORCA input format:
```
! RIJCOSX wB97M-V def2-TZVPD def2/J DEFGRID3
* xyz 0 1
H 3.6089 -1.8507 -0.2756
H -2.2751 1.3286 1.0753
H 3.5398 -0.3542 1.3948
P 4.0125 -0.6163 0.1395
S 1.9666 1.5818 0.0126
C -0.0582 -0.8378 0.1026
C 0.2757 1.6548 0.1241
C 2.4021 0.0340 -0.3992
H -2.5632 0.9915 -0.6873
H -2.4989 -0.3068 0.6216
C -1.9762 0.6718 0.3234
H -0.2161 -1.6513 -0.5217
H -0.2824 2.5784 0.0060
C -0.5370 0.4132 0.0884
*
```

The value obtained for the molecular weight is 130.2 g/mol. As for the gap between HOMO and LUMO (spin up / spin down): 7.08 / 7.08 eV. The calculation puts the HOMO energy (spin up / spin down) at -7.55 / -7.55 eV.

=====

Preferred: run w; penalty for the next structure: 278.5 kJ/mol.

=====

Run w
Molecular formula: CH4NO2P
Method: DFT, ωB97M-V/def2-TZVPD

The geometry in ORCA input format:
```
! RIJCOSX wB97M-V def2-TZVPD def2/J DEFGRID3
* xyz 0 1
O 1.0629 -1.0004 1.4586
H 1.0617 0.7961 -1.0985
N 1.5626 0.0667 -0.6064
O -0.8104 1.2140 0.5301
H 2.4233 -0.3250 -0.9875
C 1.0812 -0.3322 0.5108
H -1.7834 -0.1666 2.1034
P -2.1192 0.5744 0.9401
H -2.2085 -0.6004 0.1287
*
```

The value obtained for the molecular weight is 93.0 g/mol. As for the gap between HOMO and LUMO (spin up / spin down): 6.11 / 6.65 eV. The calculation puts the HOMO energy (spin up / spin down) at -7.03 / -7.32 eV.

=====

Run x
Molecular formula: CH4NO2P
Method: DFT, ωB97M-V/def2-TZVPD

The geometry in ORCA input format:
```
! RIJCOSX wB97M-V def2-TZVPD def2/J DEFGRID3
* xyz 0 1
N 0.9193 -0.6856 -0.7232
H -1.9084 1.2583 0.7658
P -0.5929 1.4071 0.3326
O 1.5380 0.2117 -1.2830
H 0.5885 -0.5775 2.2302
H -0.7403 -1.2055 0.2868
H -0.6927 1.7963 -1.0085
O 1.0131 -1.9204 -0.8577
C -0.1246 -0.2843 0.2570
*
```

The value obtained for the molecular weight is 93.0 g/mol. As for the gap between HOMO and LUMO (spin up / spin down): 8.01 / 7.83 eV. The calculation puts the HOMO energy (spin up / spin down) at -9.32 / -9.78 eV.

=====

Preferred: run w; penalty for the next structure: 489.1 kJ/mol.

=====

Run w
Molecular formula: C3H2CsLiO3
Method: DFT, ωB97M-V/def2-TZVPD

The geometry in ORCA input format:
```
! RIJCOSX wB97M-V def2-TZVPD def2/J DEFGRID3
* xyz 1 2
O -0.3029 0.2677 2.8642
C 2.9445 3.0503 4.4404
Cs -4.0704 0.0444 3.7701
Li 0.6195 3.1136 5.5054
C 0.2989 1.1039 3.5245
C 2.3095 2.1831 3.8861
H 3.5705 3.7590 4.9561
O 1.6421 1.2902 3.2172
O -0.1915 1.8183 4.4353
H 3.9504 5.8106 1.2240
*
```

The value obtained for the molecular weight is 225.9 g/mol. As for the expectation value of S²: 0.750. As for the gap between HOMO and LUMO (spin up / spin down): 9.11 / 9.13 eV. The calculation puts the HOMO energy (spin up / spin down) at -12.68 / -12.70 eV.

=====

Run x
Molecular formula: C3H2CsLiO3
Method: DFT, ωB97M-V/def2-TZVPD

The geometry in ORCA input format:
```
! RIJCOSX wB97M-V def2-TZVPD def2/J DEFGRID3
* xyz 1 2
H -1.8744 0.8553 1.6108
O 0.9441 -0.6472 -1.2715
C 0.4897 -0.6260 -0.0896
O -0.1124 -1.6122 0.4220
H -0.5344 -0.1996 2.4266
C 0.0005 0.6869 0.4932
Li 0.6971 -2.6012 -1.3959
Cs 1.3461 2.0921 -3.5169
O -0.0552 1.6871 -0.2476
C -0.9011 0.3647 1.5690
*
```

The value obtained for the molecular weight is 225.9 g/mol. As for the expectation value of S²: 0.762. As for the gap between HOMO and LUMO (spin up / spin down): 8.00 / 8.92 eV. The calculation puts the HOMO energy (spin up / spin down) at -11.52 / -12.51 eV.

=====

Preferred: run x; penalty for the next structure: 259.8 kJ/mol.